(1)
ORCA calculation (ωB97M-V/def2-TZVPD) on an isolated ion of composition C5H11O2 and charge -1 in a non-equilibrium geometry.

```
18
C5H11O2 (ωB97M-V/def2-TZVPD)
O -0.8022 1.0745 -3.1981
C -1.0128 1.3474 -1.8785
C 0.1941 0.5479 -1.1979
C 0.5661 0.8242 0.3585
C 0.1341 -0.2752 1.3848
C 0.5091 -1.7230 1.0131
O -0.2880 -2.7284 1.8216
H -2.0558 0.9530 -1.3819
H -0.7945 2.2831 -1.4819
H 0.9220 1.0150 -1.8635
H 0.0946 -0.5534 -1.6689
H 1.6992 0.9403 0.3061
H -0.0042 1.7657 0.5489
H -1.0179 -0.2246 1.3599
H 0.8018 0.1371 2.3556
H 1.5533 -1.7273 1.0322
H 0.0777 -1.5487 0.0116
H -0.5766 -2.1077 2.4785
```

The SMILES is [O-]CCCCCO. Its energy above the lowest of the compared OMol25 structures with the same formula, charge and spin is 114.2 kcal/mol. Its orbital gap is 5.85 eV. Its LUMO energy is 3.510 eV. The charge is -1.


(2)
ORCA calculation (ωB97M-V/def2-TZVPD) on C42H77B7F30N15O4S2 as an isolated structure in a non-equilibrium geometry.

```
177
C42H77B7F30N15O4S2 (ωB97M-V/def2-TZVPD)
C -1.9527 3.8636 0.8778
C -2.7724 2.9746 -0.0527
N -2.4602 3.2295 -1.4730
C -1.6808 4.2798 -1.9088
C -1.6048 4.1279 -3.2641
N -2.3879 3.0483 -3.6264
C -2.8459 2.5199 -2.5102
C -2.4398 2.2981 -4.8844
H -0.9414 3.5930 0.6905
H -2.2294 3.6196 1.9149
H -2.0713 4.9627 0.8100
H -3.8003 3.1329 0.0818
H -2.5681 1.9108 0.1671
H -1.1384 4.9252 -1.2976
H -1.0237 4.6968 -3.9349
H -3.4213 1.6108 -2.3044
H -1.4708 2.0374 -5.2680
H -3.0470 2.8129 -5.6322
H -2.9185 1.3653 -4.6943
C 6.1318 -2.5846 -6.5581
C 6.2878 -1.6298 -5.3160
N 5.0834 -1.5438 -4.4859
C 3.8771 -1.1000 -4.7955
C 3.1619 -1.0080 -3.6256
N 3.9761 -1.4196 -2.6230
C 5.1636 -1.7467 -3.1268
C 3.5083 -1.4804 -1.2419
H 5.4051 -2.1900 -7.2625
H 5.8810 -3.6265 -6.2559
H 7.0601 -2.6305 -7.1174
H 6.4014 -0.5592 -5.6428
H 7.0983 -1.8643 -4.6736
H 3.6761 -0.8628 -5.8148
H 2.1574 -0.7274 -3.4060
H 6.0643 -1.9294 -2.4902
H 3.4907 -0.4838 -0.8028
H 4.0879 -2.1579 -0.7010
H 2.5015 -1.9635 -1.3411
C 1.9846 6.2793 -1.9534
C 1.6534 4.8105 -1.6937
N 2.8612 3.9154 -1.5824
C 3.1618 2.8897 -2.4637
C 4.1767 2.2138 -1.8996
N 4.6793 2.9057 -0.8481
C 3.7509 3.8730 -0.6320
C 5.6496 2.4540 0.1396
H 2.5102 6.3410 -2.8804
H 2.5549 6.6889 -1.1340
H 1.0146 6.7533 -2.0440
H 0.9979 4.3765 -2.4220
H 1.2234 4.8365 -0.6790
H 2.6037 2.6111 -3.3357
H 4.7888 1.3883 -2.2228
H 3.8125 4.6826 0.1652
H 6.0521 3.3375 0.5234
H 6.4330 1.9533 -0.4401
H 5.2813 1.8225 0.9867
C -9.5595 -0.2678 -1.0767
C -9.0924 -1.0953 0.0892
N -7.6634 -0.9093 0.5318
C -6.9974 0.3187 0.7870
C -5.7263 -0.0557 1.3023
N -5.7763 -1.4097 1.4287
C -6.9187 -1.9291 0.9681
C -4.6907 -2.1708 2.1114
H -8.8953 -0.3108 -1.9498
H -9.6885 0.8109 -0.7997
H -10.6085 -0.7117 -1.2639
H -9.2398 -2.1242 -0.1157
H -9.6768 -0.7600 0.9414
H -7.3603 1.2659 0.4620
H -4.9081 0.5834 1.5192
H -7.0656 -3.0192 0.8875
H -4.7543 -3.2299 1.8894
H -4.6173 -1.9929 3.1966
H -3.7226 -1.7929 1.8023
C -1.2776 -7.4276 -1.6087
C -0.9009 -5.9340 -1.5584
N -1.7818 -5.0733 -2.3587
C -1.4525 -4.2999 -3.4661
C -2.5531 -3.6680 -3.8319
N -3.5125 -3.9263 -2.9038
C -3.0662 -4.8726 -2.0677
C -4.8547 -3.3770 -2.9669
H -1.4122 -7.6162 -2.6964
H -2.1892 -7.7135 -1.1565
H -0.3773 -7.9209 -1.3053
H 0.0878 -5.8188 -2.0436
H -0.9743 -5.5449 -0.6010
H -0.4139 -4.2342 -3.8693
H -2.5522 -2.7906 -4.4929
H -3.5746 -5.4818 -1.3273
H -5.0545 -2.6865 -2.1319
H -5.5746 -4.2699 -2.9994
H -4.9408 -2.8649 -3.9794
C 2.4499 1.5670 2.0078
C 0.9871 1.3818 2.2695
N 0.6143 0.0359 1.7638
C 1.1781 -1.2330 2.1937
C 0.5380 -2.1532 1.4336
N -0.4416 -1.5362 0.6163
C -0.3486 -0.2257 0.9196
C -1.2867 -2.1915 -0.4010
H 2.6534 1.2243 1.0219
H 2.9709 0.9758 2.7464
H 2.6408 2.6466 2.1386
H 0.3813 2.2002 1.9230
H 0.7688 1.3157 3.3218
H 2.0129 -1.3304 2.8700
H 0.8865 -3.1774 1.1482
H -1.0459 0.5003 0.5387
H -2.0044 -2.9145 -0.0920
H -0.5860 -2.6393 -1.1056
H -1.7814 -1.4122 -0.8922
C 0.1507 0.0639 7.5632
C 1.1814 0.1443 6.4764
N 1.4232 1.5340 6.0361
C 0.4481 2.2628 5.3854
C 0.8674 3.5149 5.2357
N 2.1701 3.5134 5.6534
C 2.4856 2.3275 6.1350
C 3.0653 4.6408 5.5709
H 0.0762 -0.9852 7.8611
H -0.8698 0.4728 7.3543
H 0.5441 0.5111 8.5019
H 0.9113 -0.4570 5.6301
H 2.1986 -0.1779 6.8284
H -0.4962 1.8112 5.1002
H 0.3703 4.4275 4.8157
H 3.4263 1.9929 6.5773
H 4.0699 4.4137 6.0597
H 2.6039 5.5689 5.8246
H 3.4386 4.7871 4.6055
B 7.9058 -0.0752 -2.4563
F 7.2589 0.4554 -3.6187
F 8.1306 -1.4427 -2.7347
F 8.9862 0.5848 -2.0097
F 6.9026 -0.0661 -1.4696
B -2.8613 1.2076 3.7186
F -1.8727 1.4279 2.6741
F -3.6750 0.1811 3.2188
F -2.1959 0.8146 4.8223
F -3.5620 2.3620 3.9512
B -5.6816 0.0756 -3.0649
F -5.9971 -0.3700 -4.3426
F -6.1971 1.3896 -2.7859
F -6.2109 -0.8331 -2.1068
F -4.2969 0.0614 -2.9614
B 0.2826 0.9687 -2.4879
F 0.2375 1.9780 -1.5172
F -1.0337 0.5263 -2.7289
F 0.9147 1.4050 -3.6519
F 0.9270 -0.2159 -1.8720
B -5.5055 -5.4779 0.5394
F -4.1247 -5.7051 0.2998
F -5.6020 -5.1784 1.9020
F -5.8454 -4.3211 -0.2537
F -6.1651 -6.6302 0.1796
B 1.7426 5.9632 1.9830
F 1.2095 4.6439 2.0695
F 3.0099 6.0532 1.3544
F 0.8270 6.5921 1.1988
F 1.8230 6.4651 3.2789
B 2.2060 -4.8152 -1.2983
F 3.5436 -4.4081 -1.4480
F 1.8203 -5.4121 -0.1012
F 1.3526 -3.6612 -1.3731
F 1.9095 -5.5904 -2.4573
N 4.1979 -1.1696 4.3898
S 3.7528 -2.3944 5.2887
O 2.6807 -3.0970 4.5371
O 3.6515 -2.2621 6.7069
F 5.0040 -3.4294 5.2145
S 5.1527 0.0409 5.0351
O 5.1065 0.1113 6.4283
O 5.0432 1.1702 4.1778
F 6.5027 -0.6360 4.7943
```

Its orbital gap is 9.61 eV. Its LUMO energy is 1.587 eV. The charge is -1.


(3)
ORCA calculation (ωB97M-V/def2-TZVPD) on one molecule with the formula C2H4ClPS2 in a non-equilibrium geometry.

```
10
C2H4ClPS2 (ωB97M-V/def2-TZVPD)
Cl 1.9684 2.0455 0.2153
P 1.5818 0.6178 -1.0719
C -0.5102 0.5198 -0.5679
C -0.8396 -0.4690 0.4582
S 0.1243 -2.0432 0.3032
S 1.9484 -1.1449 0.2715
H -0.9669 0.1548 -1.4740
H -0.9117 1.3639 -0.1221
H -0.5164 -0.3573 1.4815
H -1.8781 -0.6873 0.5062
```

The SMILES is ClP1CCSS1. Its energy above the lowest of the compared OMol25 structures with the same formula, charge and spin is 20.4 kcal/mol. Its orbital gap is 8.42 eV. Its LUMO energy is 0.185 eV.


(4)
ORCA calculation (ωB97M-V/def2-TZVPD) on C23H41FN7O4SSiTl as an isolated structure.

```
79
C23H41FN7O4SSiTl (ωB97M-V/def2-TZVPD)
Tl 1.1279 0.8261 1.4346
C 2.1619 -0.1722 4.4486
C 0.6740 -0.3810 4.7060
N -0.1416 -0.2134 3.4928
C -1.3135 0.6588 3.6334
C -0.9298 2.1079 3.9293
N 0.0939 2.6244 3.0080
C 1.2547 3.2834 3.6266
C 2.0921 2.3264 4.4739
N 2.4443 1.0932 3.7588
H 2.6955 -0.2569 5.4017
H 2.5284 -0.9763 3.8042
H 0.5412 -1.3776 5.1320
H 0.3186 0.3150 5.4655
H -0.4325 -1.1123 3.1288
H -1.8674 0.6126 2.6916
H -1.9918 0.3171 4.4235
H -1.8358 2.7155 3.8857
H -0.5604 2.2000 4.9506
H -0.3239 3.2513 2.3315
H 1.8704 3.6805 2.8154
H 0.9567 4.1315 4.2525
H 2.9869 2.8639 4.7946
H 1.5599 2.0688 5.3900
H 3.4179 1.1084 3.4850
C 5.8688 1.1649 -1.0171
Si 4.3146 0.1661 -0.8314
C 4.2950 -0.6938 0.8096
C 4.0046 -1.0795 -2.1778
N 3.0806 1.5358 -0.7506
C 2.5965 2.2258 -1.7213
C 2.9389 2.0834 -3.1333
C 2.4455 2.9349 -4.0663
C 1.5220 3.9343 -3.6810
C 1.1233 4.1308 -2.3646
C 1.6837 3.3271 -1.4102
F 1.3726 3.5056 -0.1497
H 6.7210 0.4817 -0.9915
H 5.9815 1.8735 -0.1960
H 5.9171 1.7192 -1.9549
H 5.0003 -1.5277 0.7618
H 3.3248 -1.1200 1.0673
H 4.6212 -0.0336 1.6146
H 4.9640 -1.5320 -2.4418
H 3.5577 -0.7102 -3.0981
H 3.3591 -1.8828 -1.8169
H 3.6521 1.3217 -3.4105
H 2.7414 2.8547 -5.1023
H 1.1142 4.5876 -4.4433
H 0.4271 4.9092 -2.0867
C -7.7931 -2.9934 -2.6014
C -6.4480 -2.6746 -1.9575
S -5.2444 -3.8748 -2.4705
O -5.5646 -5.1251 -1.8458
O -5.0743 -3.7677 -3.8966
C -3.7057 -3.3188 -1.7449
C -3.0492 -2.2305 -2.5792
N -1.8647 -1.6861 -1.8973
C -1.8755 -0.6689 -1.0009
N -0.6645 -0.4282 -0.5133
C 0.1645 -1.3291 -1.1096
C -0.5559 -2.1084 -1.9557
N -0.0493 -3.1902 -2.7580
O 1.1619 -3.2810 -2.8120
O -0.8454 -3.8881 -3.3499
C -3.1041 0.0907 -0.6476
H -8.5216 -2.2393 -2.3097
H -8.1525 -3.9670 -2.2748
H -7.7103 -2.9970 -3.6863
H -6.4966 -2.7334 -0.8696
H -6.0811 -1.6932 -2.2651
H -3.0857 -4.2167 -1.7270
H -3.9068 -3.0092 -0.7183
H -3.7168 -1.3944 -2.7799
H -2.7397 -2.6427 -3.5328
H 1.2216 -1.3879 -0.9133
H -3.5977 0.4914 -1.5334
H -2.8283 0.9228 -0.0044
H -3.8277 -0.5312 -0.1180
```

Its energy above the lowest of the compared OMol25 structures with the same formula, charge and spin is 16.2 kcal/mol. Its orbital gap (spin up / spin down) is 4.73 / 4.73 eV. Its LUMO energy (spin up / spin down) is -8.907 / -8.908 eV. The charge is +2.